(1)
# C27H11BCl92FNS

A structure of composition C27H11BCl92FNS (ωB97M-V/def2-TZVPD, the Open Molecules 2025 dataset).

## Properties
- total charge = 0
- frontier orbital gap (eV) = 8.46
- spin multiplicity = 1

Positions of all 134 atoms, in Å:
N1 -2.0902 -0.5721 -0.7175
C1 -3.4061 -1.2603 -0.6601
B1 -3.6807 -2.2908 -1.8933
S1 -5.4839 -2.7699 -2.1806
C2 -2.4314 -2.8378 -2.7411
C3 -2.7870 -3.4887 -4.1359
C4 -2.3871 -2.4687 -5.2596
F1 -3.3010 -1.4207 -5.3728
H1 -1.3441 -1.2616 -0.7092
H2 -2.0390 -0.1188 -1.6304
H3 -3.4348 -1.9069 0.2565
H4 -4.2555 -0.5501 -0.5641
H5 -6.0470 -1.8132 -2.9933
H6 -1.7340 -1.9821 -2.9072
H7 -1.8631 -3.5958 -2.1433
H8 -3.8339 -3.8289 -4.2289
H9 -2.0961 -4.3530 -4.2771
H10 -1.3919 -2.0159 -5.0795
H11 -2.3106 -3.0609 -6.2023
C5 -3.4592 -0.1991 3.2566
Cl1 -4.0059 0.3005 4.8667
Cl2 -2.3379 1.0086 2.6081
Cl3 -2.6338 -1.7652 3.3665
Cl4 -4.8451 -0.3406 2.1654
C6 -5.3542 3.8129 0.8819
Cl5 -4.7619 2.2930 0.1812
Cl6 -6.9084 4.2430 0.1400
Cl7 -5.5672 3.6087 2.6294
Cl8 -4.1760 5.1004 0.5744
C7 -8.6351 1.0774 -2.4334
Cl9 -8.2607 1.2774 -4.1512
Cl10 -8.9373 -0.6423 -2.1187
Cl11 -7.2757 1.6612 -1.4312
Cl12 -10.0901 2.0133 -2.0429
C8 -2.7644 -5.8980 0.4760
Cl13 -2.1357 -4.9894 1.8605
Cl14 -1.4238 -6.3523 -0.5921
Cl15 -3.5855 -7.3586 1.0479
Cl16 -3.9093 -4.8835 -0.4200
C9 1.2382 -1.8394 3.7562
Cl17 0.8837 -1.9456 2.0213
Cl18 0.4991 -3.2169 4.5938
Cl19 2.9932 -1.8676 4.0021
Cl20 0.5802 -0.3276 4.4027
C10 7.2439 -1.5288 4.4229
Cl21 6.7394 -0.4585 3.1034
Cl22 7.8328 -0.5531 5.7775
Cl23 5.8607 -2.5065 4.9483
Cl24 8.5395 -2.5975 3.8553
C11 1.2842 3.0974 1.0984
Cl25 0.8272 4.2065 -0.2092
Cl26 1.9890 4.0179 2.4404
Cl27 -0.1464 2.2108 1.6464
Cl28 2.4522 1.9178 0.4860
C12 5.3600 6.3615 3.4094
Cl29 5.7515 5.6112 1.8524
Cl30 6.7461 6.2138 4.5037
Cl31 4.9800 8.0746 3.1623
Cl32 3.9585 5.5423 4.1204
C13 -7.1172 -2.0632 -7.0506
Cl33 -5.6366 -2.1465 -6.0817
Cl34 -7.2250 -3.4986 -8.0860
Cl35 -8.5273 -1.9991 -5.9781
Cl36 -7.0717 -0.6086 -8.0602
C14 1.5411 -0.1514 -2.8891
Cl37 1.0184 -0.2442 -4.5795
Cl38 0.7065 -1.4066 -1.9500
Cl39 3.2918 -0.4089 -2.7904
Cl40 1.1347 1.4392 -2.2294
C15 11.3361 1.1147 7.3688
Cl41 12.8784 0.9632 8.2337
Cl42 11.0917 -0.3011 6.3334
Cl43 10.0082 1.2190 8.5365
Cl44 11.3466 2.5767 6.3650
C16 -4.5534 -7.3998 -5.0644
Cl45 -5.7439 -8.6586 -4.6925
Cl46 -3.2050 -8.1092 -5.9711
Cl47 -5.3179 -6.1303 -6.0380
Cl48 -3.9453 -6.6961 -3.5567
C17 -4.3310 2.4959 -4.6670
Cl49 -5.5001 3.0336 -3.4468
Cl50 -2.8105 2.0581 -3.8650
Cl51 -4.9615 1.0765 -5.5167
Cl52 -4.0317 3.8082 -5.8243
C18 -1.7096 6.8933 -8.2123
Cl53 -2.4896 5.5209 -7.4023
Cl54 -0.1565 6.3759 -8.8898
Cl55 -2.7554 7.4840 -9.5163
Cl56 -1.4364 8.1939 -7.0394
C19 6.5886 3.5409 9.0094
Cl57 6.9827 4.8053 10.1871
Cl58 7.8561 3.4686 7.7750
Cl59 6.4842 1.9752 9.8357
Cl60 5.0341 3.9097 8.2421
C20 1.9525 -6.9359 4.4264
Cl61 2.5287 -8.4412 3.6895
Cl62 0.3753 -6.5084 3.7375
Cl63 1.7911 -7.1583 6.1774
Cl64 3.1143 -5.6375 4.0998
C21 0.7160 -4.0049 -6.5699
Cl65 0.4061 -3.3980 -4.9344
Cl66 1.9135 -2.9678 -7.3646
Cl67 1.3356 -5.6628 -6.4797
Cl68 -0.7928 -3.9865 -7.5007
C22 15.5868 0.9226 11.8426
Cl69 16.2984 1.8509 10.5084
Cl70 16.2769 1.4782 13.3780
Cl71 13.8334 1.1521 11.8688
Cl72 15.9496 -0.7985 11.6206
C23 13.3908 4.6427 9.7611
Cl73 13.8997 3.8922 8.2379
Cl74 14.7402 4.6045 10.9147
Cl75 12.9216 6.3257 9.4605
Cl76 12.0008 3.7634 10.4215
C24 3.2437 8.3677 -10.0789
Cl77 3.7092 8.5488 -11.7792
Cl78 2.9728 6.6510 -9.7215
Cl79 4.5408 8.9864 -9.0422
Cl80 1.7574 9.2824 -9.7733
C25 -9.8587 -0.5686 1.9466
Cl81 -8.6734 0.3097 0.9668
Cl82 -11.4438 0.2089 1.7913
Cl83 -9.9643 -2.2452 1.3806
Cl84 -9.3527 -0.5554 3.6461
C26 -4.1865 -1.2322 -10.8179
Cl85 -2.9997 -0.3323 -11.7790
Cl86 -5.8022 -0.5491 -11.0860
Cl87 -4.1784 -2.9343 -11.3130
Cl88 -3.7628 -1.1161 -9.1010
C27 -6.3963 -2.1454 6.7821
Cl89 -7.1693 -3.5072 7.6134
Cl90 -4.9178 -2.6999 5.9817
Cl91 -7.5028 -1.4867 5.5635
Cl92 -5.9935 -0.8833 7.9614

Atoms 1-2, force components in eV/Å:
N -0.7 0.1 0.0
C 0.0 -1.2 -0.7

Atomic partial charges in e from the Löwdin method, atoms 1 to 99: -0.01 -0.29 -0.66 0.67 -0.19 -0.23 -0.30 -0.21 -0.02 0.03 0.07 0.05 -0.14 0.05 0.09 0.04 0.07 0.02 0.01 -1.96 0.52 0.45 0.49 0.55 -2.00 0.47 0.51 0.53 0.54 -1.98 0.51 0.51 0.38 0.54 -1.99 0.50 0.54 0.55 0.58 -2.01 0.51 0.49 0.48 0.52 -2.02 0.52 0.50 0.49 0.52 -1.99 0.52 0.50 0.46 0.49 -2.03 0.52 0.52 0.53 0.48 -2.00 0.57 0.52 0.52 0.49 -1.98 0.53 0.58 0.54 0.50 -2.00 0.48 0.51 0.48 0.51 -2.03 0.53 0.52 0.51 0.53 -1.98 0.49 0.54 0.52 0.49 -2.01 0.47 0.49 0.52 0.52 -2.03 0.52 0.48 0.52 0.52 -2.03 0.52 0.48 0.52 0.50



(2)
# C26H28NO2

A cluster of 2 separate species, C26H28NO2 in total (ωB97M-V/def2-TZVPD, the Open Molecules 2025 dataset).

## Properties
- total charge = +1
- frontier orbital gap (eV) = 6.27
- spin multiplicity = 1
- ΔE to the lowest compared entry with this formula, charge and spin (kJ/mol) = 95.5

Positions of all 57 atoms, in Å:
C1 5.2123 3.0771 -1.7292
O1 4.9380 1.6734 -1.5351
C2 3.6668 1.2320 -1.6968
C3 3.4276 -0.1362 -1.3999
C4 2.1420 -0.5708 -1.2432
C5 1.0371 0.3357 -1.3220
C6 -0.2202 -0.0562 -0.8024
C7 -1.4534 0.6586 -0.9816
C8 -2.6447 -0.0569 -1.3085
C9 -3.8246 0.6267 -1.5250
C10 -3.8437 2.0416 -1.3811
O2 -5.0627 2.6068 -1.6029
C11 -5.9969 1.5091 -1.9248
C12 -5.2009 0.1957 -1.9264
C13 -2.7018 2.7674 -1.0083
C14 -1.5344 2.0748 -0.8016
C15 1.2964 1.6275 -1.8842
C16 2.5901 2.0851 -2.0350
H1 6.2825 3.1609 -1.5441
H2 4.9804 3.3912 -2.7546
H3 4.6512 3.6915 -1.0138
H4 4.2837 -0.7947 -1.2759
H5 1.9340 -1.6237 -1.0481
H6 -0.3045 -1.0759 -0.4165
H7 -2.6055 -1.1425 -1.4440
H8 -6.7811 1.5109 -1.1581
H9 -6.4448 1.7339 -2.9001
H10 -5.2301 -0.2640 -2.9220
H11 -5.6216 -0.5218 -1.2149
H12 -2.7759 3.8503 -0.9338
H13 -0.6401 2.6189 -0.4949
H14 0.4637 2.2670 -2.1789
H15 2.7911 3.0972 -2.3969
C17 -1.1521 -4.4159 0.5168
C18 -1.8809 -3.8709 1.5829
C19 -1.3769 -2.7783 2.2912
C20 -0.1385 -2.2476 1.9248
C21 0.4016 -1.0083 2.5854
C22 1.5401 -1.2902 3.5797
C23 2.5061 -0.1102 3.4342
C24 2.0454 0.6789 2.1988
N1 0.9596 -0.0912 1.5886
C25 0.6560 -2.8748 0.9604
C26 0.1244 -3.9256 0.2112
H16 -1.5741 -5.2338 -0.0698
H17 -2.8446 -4.2918 1.8618
H18 -1.9177 -2.3207 3.1230
H19 -0.4216 -0.4889 3.1130
H20 1.1237 -1.3806 4.5852
H21 2.0367 -2.2303 3.3296
H22 2.4328 0.5497 4.3019
H23 3.5416 -0.4419 3.3228
H24 1.6696 1.6770 2.4800
H25 2.8421 0.8367 1.4637
H26 0.2344 0.5353 1.2416
H27 1.6684 -2.5075 0.7771
H28 0.7137 -4.3598 -0.5995

Atoms 1-2, force components in eV/Å:
C 0.1 -0.1 0.0
O -1.3 -0.4 -0.6

How positive or negative is each atom? The Löwdin charges in e answer that: -0.04 -0.05 -0.22 0.03 0.01 -0.20 0.08 -0.19 0.06 -0.13 -0.19 0.01 -0.09 -0.09 0.03 -0.02 0.02 0.01 0.10 0.10 0.10 0.14 0.11 0.11 0.14 0.13 0.13 0.13 0.13 0.13 0.12 0.12 0.12 -0.08 -0.07 -0.03 -0.21 -0.30 -0.11 -0.15 -0.18 -0.03 -0.08 -0.08 0.11 0.11 0.12 0.15 0.12 0.12 0.11 0.11 0.12 0.10 0.10 0.11 0.11



(3)
# C19H21FN2Pt

A structure of composition C19H21FN2Pt (ωB97M-V/def2-TZVPD, the Open Molecules 2025 dataset).

## Properties
- total charge = 0
- frontier orbital gap (spin up / spin down) (eV) = 5.51 / 7.74
- expectation value of S² = 2.02
- spin multiplicity = 3

Positions of all 44 atoms, in Å:
C1 -3.9497 -0.3954 0.0912
C2 -4.1659 0.8871 -0.7077
H1 -4.1217 -1.2676 -0.5478
H2 -4.6186 -0.4663 0.9547
H3 -2.9198 -0.4475 0.4644
H4 -3.4617 0.9362 -1.5414
H5 -5.1738 1.0053 -1.1328
H6 -4.0122 1.7790 -0.1039
C3 -0.0999 -2.6912 -0.1957
C4 0.6817 -3.8223 -0.3632
C5 1.8607 -3.7651 -1.1198
C6 2.2107 -2.5711 -1.7315
H7 -1.0207 -2.6203 0.3785
H8 0.3450 -4.7390 0.1182
H9 2.4730 -4.6580 -1.2231
H10 3.0769 -2.4826 -2.3807
N1 0.2906 -1.5164 -0.7232
C7 1.4157 -1.4330 -1.5045
C8 1.6592 -0.0909 -1.9694
N2 0.7293 0.8092 -1.4968
C9 0.7889 2.1159 -1.8174
C10 2.7788 1.7219 -3.1078
C11 1.8071 2.5963 -2.6230
H11 -0.0043 2.7116 -1.3848
H12 1.7917 3.6559 -2.8374
C12 2.6992 0.3638 -2.7958
H13 3.3952 -0.3744 -3.1770
H14 3.5802 2.1065 -3.7296
Pt1 -0.6853 0.2401 -0.1256
C13 -1.5762 2.0007 0.0675
H15 -1.9988 2.3241 -0.8998
H16 -0.8100 2.7015 0.3896
H17 -2.3832 2.0127 0.8145
F1 1.9102 0.3400 5.5367
C14 1.3395 0.3204 4.2835
C15 1.9736 -0.3607 3.2564
C16 1.3708 -0.3572 1.9869
C17 0.1470 0.2529 1.8079
C18 -0.4887 0.9255 2.8436
C19 0.1246 0.9840 4.1084
H18 2.9299 -0.8265 3.4342
H19 1.8575 -0.8523 1.1541
H20 -1.4260 1.4139 2.6180
H21 -0.3207 1.5333 4.9314

Atoms 1-2, force components in eV/Å:
C -0.5 0.0 -0.2
C -0.5 0.2 -0.2

How positive or negative is each atom? The Löwdin charges in e answer that: -0.17 -0.20 0.07 0.07 0.00 0.05 0.07 0.04 -0.14 -0.08 -0.08 -0.02 0.11 0.10 0.11 0.11 -0.13 -0.24 -0.22 -0.08 -0.12 -0.07 -0.08 0.07 0.10 -0.01 0.10 0.10 1.22 -0.37 0.01 0.01 0.00 0.02 -0.26 -0.01 -0.10 -0.25 -0.11 0.00 0.11 0.09 0.08 0.11